(1)
# C45H43As2N6O2SW

A molecular structure, C45H43As2N6O2SW at a distorted geometry (the ωB97M-V functional and the def2-TZVPD basis, OMol25).

Last column: Löwdin spin population.
Atoms and positions in Å:
W  0.229  -0.227  -0.272  1.402
N  0.029  3.728  1.690  -0.015
C  0.300  2.455  1.400  -0.014
S  1.204  2.109  -0.090  -0.007
N  -0.169  1.482  2.110  -0.019
N  0.130  0.197  1.653  -0.059
C  0.498  -0.665  2.623  0.180
C  0.723  -1.994  2.250  -0.002
C  1.086  -2.970  3.206  0.040
C  1.230  -4.274  2.830  0.001
C  1.026  -4.590  1.478  0.040
C  0.723  -3.598  0.580  0.016
N  0.567  -2.282  0.895  0.042
H  0.538  4.462  1.220  0.000
H  -0.348  3.935  2.603  -0.001
H  0.604  -0.310  3.635  0.006
H  1.233  -2.654  4.224  0.001
H  1.483  -5.041  3.542  -0.001
H  1.106  -5.608  1.139  0.002
H  0.592  -3.878  -0.457  0.000
O  2.861  0.248  -6.628  0.000
C  1.468  0.360  -6.555  0.006
C  1.049  0.258  -5.125  0.030
C  -0.306  0.125  -4.730  -0.006
C  -0.605  -0.004  -3.414  0.026
N  0.308  -0.007  -2.370  0.009
C  1.658  0.095  -2.776  0.027
C  1.996  0.242  -4.130  0.005
C  2.659  -0.087  -1.773  0.020
C  4.018  0.211  -1.978  0.005
C  4.942  0.034  -0.973  0.022
C  6.381  0.380  -1.173  0.004
O  6.611  0.647  -2.525  0.000
C  4.480  -0.470  0.269  -0.003
C  3.159  -0.746  0.434  0.024
N  2.208  -0.586  -0.544  0.011
H  3.157  0.334  -7.541  0.000
H  0.964  -0.428  -7.138  0.001
H  1.122  1.330  -6.948  0.002
H  -1.097  0.113  -5.459  -0.001
H  -1.651  -0.156  -3.135  0.002
H  3.032  0.284  -4.420  0.000
H  4.349  0.616  -2.919  0.000
H  7.003  -0.455  -0.808  0.001
H  6.615  1.253  -0.535  0.002
H  7.522  0.934  -2.650  0.000
H  5.170  -0.641  1.077  0.000
H  2.798  -1.130  1.385  0.001
C  -2.239  -1.352  3.107  -0.001
C  -2.799  -0.240  2.667  0.012
As  -1.858  1.207  -0.595  0.019
C  -1.936  2.283  -2.302  0.003
C  -3.127  2.533  -2.993  0.001
C  -3.129  3.378  -4.089  0.000
C  -1.958  3.993  -4.505  0.001
C  -0.774  3.752  -3.830  0.000
C  -0.759  2.894  -2.744  0.001
C  -3.775  1.865  -0.137  0.004
C  -4.967  1.264  -0.524  -0.002
C  -6.172  1.931  -0.356  -0.001
C  -6.198  3.204  0.184  -0.001
C  -5.012  3.805  0.580  0.001
C  -3.803  3.144  0.424  0.003
As  -1.935  -1.482  -0.583  0.070
C  -1.294  -2.600  -2.126  0.035
C  0.083  -2.703  -2.373  0.026
C  0.568  -3.463  -3.424  0.003
C  -0.309  -4.174  -4.229  0.002
C  -1.664  -4.149  -3.949  0.001
C  -2.154  -3.378  -2.906  0.006
C  -3.949  -1.899  -0.758  -0.004
C  -4.613  -2.383  0.371  0.002
C  -5.984  -2.597  0.339  0.000
C  -6.703  -2.353  -0.819  0.002
C  -6.045  -1.899  -1.954  -0.001
C  -4.680  -1.654  -1.928  0.001
H  -2.212  -2.270  2.525  0.000
H  -1.838  -1.413  4.103  0.000
H  -2.865  0.637  3.289  0.001
H  -3.301  -0.188  1.695  0.001
H  -4.054  2.081  -2.658  0.000
H  -4.053  3.573  -4.610  0.000
H  -1.964  4.678  -5.336  0.000
H  0.136  4.250  -4.130  0.000
H  0.185  2.740  -2.227  0.000
H  -4.962  0.282  -0.969  0.000
H  -7.085  1.452  -0.672  0.000
H  -7.134  3.732  0.282  0.000
H  -5.028  4.798  1.002  0.000
H  -2.869  3.614  0.732  0.000
H  0.831  -2.204  -1.732  0.011
H  1.631  -3.501  -3.615  0.000
H  0.075  -4.758  -5.050  0.000
H  -2.352  -4.728  -4.545  0.000
H  -3.214  -3.380  -2.678  0.000
H  -4.064  -2.586  1.284  0.001
H  -6.491  -2.954  1.222  0.000
H  -7.770  -2.514  -0.840  0.000
H  -6.597  -1.715  -2.862  0.000
H  -4.192  -1.233  -2.802  0.000

**LUMO (alpha / beta)**: -9.40 / -9.69 eV
**Relative energy (zero: lowest compared OMol25 entry of this formula, charge and spin)**: 3.339 eV
**Orbital gap (alpha / beta)**: 5.81 / 5.86 eV
**Calculated total energy**: -194709.367 eV
**Net charge**: +3
**Highest occupied orbital energy (alpha / beta)**: -15.212 / -15.548 eV
**Strongest force on any atom**: 4.0 eV/Å
**Spin multiplicity**: 3

=====

(2)
# C45H43N4O4PrSTe

A molecular structure, C45H43N4O4PrSTe at a distorted geometry (the ωB97M-V functional and the def2-TZVPD basis, OMol25).

Last column: Löwdin spin population.
Atoms and positions in Å:
Pr  0.465  0.934  0.920  2.023
O  3.882  -0.524  -1.937  0.000
C  4.893  -0.781  -1.090  0.000
C  6.086  -1.282  -1.611  0.000
C  7.146  -1.591  -0.786  0.000
C  7.032  -1.414  0.587  0.000
C  5.869  -0.903  1.115  0.000
C  4.792  -0.574  0.296  0.000
C  3.562  -0.013  0.871  0.000
O  2.509  0.076  0.161  -0.003
N  3.626  0.356  2.146  0.000
N  2.500  0.983  2.553  -0.002
C  2.401  1.267  3.807  0.000
C  1.212  1.930  4.279  0.000
C  0.919  1.961  5.647  0.000
C  -0.242  2.564  6.079  0.000
C  -1.056  3.175  5.131  0.000
C  -0.694  3.101  3.796  0.000
N  0.383  2.460  3.360  -0.001
H  3.139  -0.135  -1.410  0.000
H  6.151  -1.421  -2.677  0.000
H  8.064  -1.971  -1.211  0.000
H  7.853  -1.671  1.237  0.000
H  5.750  -0.758  2.176  0.000
H  3.177  0.994  4.523  0.000
H  1.600  1.488  6.337  0.000
H  -0.510  2.565  7.127  0.000
H  -1.952  3.700  5.421  0.000
H  -1.295  3.579  3.029  0.000
C  -5.021  1.181  -2.006  0.000
C  -3.539  1.308  -1.817  0.002
C  -2.964  2.475  -1.364  0.000
C  -1.591  2.554  -1.106  0.003
C  -0.975  3.675  -0.412  0.000
O  -0.080  3.501  0.430  0.001
C  -1.474  5.029  -0.739  0.000
C  -1.399  6.048  0.207  0.000
C  -1.920  7.296  -0.074  0.000
C  -2.504  7.543  -1.306  0.000
C  -2.545  6.546  -2.268  0.000
C  -2.026  5.295  -1.993  0.000
C  -0.725  1.440  -1.366  -0.002
O  0.536  1.518  -1.218  -0.008
C  -1.359  0.229  -1.814  0.002
C  -2.720  0.186  -2.003  -0.001
C  -0.462  -0.952  -1.876  0.000
N  0.008  -1.315  -0.738  -0.002
C  0.855  -2.470  -0.571  0.000
C  0.639  -3.025  0.818  0.000
Te  -1.475  -3.267  1.200  0.000
C  -1.914  -3.996  -0.772  0.000
C  -1.135  -4.973  -1.377  0.000
C  -1.355  -5.327  -2.698  0.000
C  -2.371  -4.723  -3.421  0.000
C  -3.179  -3.781  -2.807  0.000
C  -2.952  -3.421  -1.490  0.000
C  -0.165  -1.548  -3.194  0.000
C  -1.139  -1.598  -4.192  0.000
C  -0.880  -2.198  -5.409  0.000
C  0.357  -2.768  -5.659  0.000
C  1.358  -2.654  -4.710  0.000
C  1.106  -2.046  -3.494  0.000
H  -5.509  2.145  -1.895  0.000
H  -5.443  0.495  -1.272  0.000
H  -5.243  0.783  -2.994  0.000
H  -3.590  3.326  -1.124  0.000
H  -0.929  5.832  1.155  0.000
H  -1.870  8.079  0.668  0.000
H  -2.933  8.511  -1.520  0.000
H  -2.988  6.749  -3.232  0.000
H  -2.024  4.526  -2.751  0.000
H  -3.189  -0.751  -2.263  0.000
H  1.906  -2.173  -0.656  0.000
H  0.649  -3.236  -1.330  0.000
H  0.983  -2.307  1.562  0.000
H  1.164  -3.967  0.953  0.000
H  -0.352  -5.466  -0.815  0.000
H  -0.730  -6.076  -3.166  0.000
H  -2.538  -4.990  -4.455  0.000
H  -3.980  -3.318  -3.367  0.000
H  -3.579  -2.684  -1.008  0.000
H  -2.107  -1.157  -4.024  0.000
H  -1.648  -2.219  -6.169  0.000
H  0.554  -3.273  -6.594  0.000
H  2.347  -3.041  -4.910  0.000
H  1.923  -1.906  -2.806  0.000
C  -0.980  -2.183  4.982  0.000
S  0.338  -1.296  4.090  0.000
C  1.775  -2.237  4.700  0.000
H  -0.914  -1.964  6.044  0.000
H  -0.886  -3.251  4.804  0.000
H  -1.919  -1.822  4.578  0.000
H  1.627  -3.295  4.505  0.000
H  1.902  -2.061  5.764  0.000
H  2.640  -1.869  4.157  0.000
C  -1.860  0.555  1.837  -0.012
H  -2.404  1.479  1.579  0.000
H  -1.963  0.455  2.925  -0.001
H  -2.479  -0.253  1.418  -0.001

**LUMO (alpha / beta)**: -0.38 / -0.37 eV
**Orbital gap (alpha / beta)**: 6.77 / 6.75 eV
**Calculated total energy**: -93711.819 eV
**Highest occupied orbital energy (alpha / beta)**: -7.153 / -7.127 eV
**Strongest force on any atom**: 3.1 eV/Å
**Spin multiplicity**: 3

=====

(3)
# C45H43N7O3Ru

A molecular structure, C45H43N7O3Ru (the ωB97M-V functional and the def2-TZVPD basis, OMol25).

Last column: Löwdin spin population.
Atoms and positions in Å:
Ru  -0.453  -0.459  -0.321  3.910
O  1.221  -1.509  -0.627  0.257
C  2.107  -2.192  0.228  0.027
C  1.353  -2.589  1.529  0.005
C  0.992  -1.427  2.411  0.009
C  1.634  -1.230  3.624  0.003
C  1.322  -0.122  4.391  0.002
C  0.378  0.775  3.923  0.003
C  -0.240  0.528  2.709  0.008
C  -1.211  1.506  2.122  0.011
C  -0.556  2.334  0.978  0.034
O  -0.028  1.448  0.029  0.335
C  0.572  3.164  1.594  0.006
C  1.881  2.703  1.535  0.001
C  2.900  3.397  2.173  0.000
C  2.620  4.559  2.876  0.000
C  1.314  5.027  2.935  0.001
C  0.296  4.333  2.297  0.001
C  -1.569  3.237  0.273  0.008
C  -1.206  3.766  -0.966  0.002
C  -2.054  4.622  -1.647  0.000
C  -3.283  4.971  -1.099  0.001
C  -3.653  4.450  0.130  0.001
C  -2.801  3.585  0.811  0.001
N  0.051  -0.567  1.985  0.086
C  3.305  -1.304  0.557  0.004
C  4.213  -1.670  1.551  0.001
C  5.299  -0.866  1.853  0.000
C  5.501  0.322  1.160  0.000
C  4.609  0.690  0.167  0.000
C  3.516  -0.117  -0.130  -0.001
C  2.517  -3.478  -0.502  0.005
C  1.500  -4.322  -0.950  0.001
C  1.789  -5.488  -1.637  0.000
C  3.110  -5.832  -1.895  0.002
C  4.127  -4.996  -1.466  0.000
C  3.833  -3.825  -0.775  0.002
H  1.964  -3.290  2.097  0.000
H  0.454  -3.120  1.218  0.000
H  2.382  -1.938  3.950  0.000
H  1.819  0.049  5.336  0.000
H  0.130  1.671  4.476  0.000
H  -1.562  2.177  2.906  0.001
H  -2.080  0.979  1.718  0.002
H  2.100  1.794  0.990  0.000
H  3.914  3.022  2.120  0.000
H  3.414  5.102  3.372  0.000
H  1.088  5.938  3.473  0.000
H  -0.717  4.716  2.339  0.000
H  -0.243  3.501  -1.385  0.000
H  -1.752  5.027  -2.604  0.000
H  -3.940  5.653  -1.622  0.000
H  -4.604  4.722  0.571  0.000
H  -3.113  3.202  1.774  0.000
H  4.086  -2.604  2.086  0.000
H  5.995  -1.169  2.625  0.000
H  6.351  0.950  1.392  0.000
H  4.756  1.613  -0.380  0.000
H  2.817  0.183  -0.899  -0.001
H  0.468  -4.043  -0.773  0.000
H  0.985  -6.129  -1.977  0.000
H  3.342  -6.742  -2.432  0.000
H  5.159  -5.249  -1.671  0.000
H  4.644  -3.183  -0.460  0.000
N  1.333  -0.993  -3.336  0.000
C  0.308  -0.189  -3.593  0.007
N  0.277  0.436  -4.770  0.003
C  -0.776  1.215  -4.980  0.002
N  -0.845  1.881  -6.136  0.002
N  -1.808  1.387  -4.119  0.005
C  -1.686  0.731  -2.993  0.007
N  -0.666  -0.061  -2.645  0.073
C  -2.821  0.837  -2.028  0.006
C  -3.934  1.606  -2.327  0.001
C  -4.991  1.616  -1.435  0.002
C  -4.912  0.844  -0.286  0.002
C  -3.758  0.118  -0.062  0.010
N  -2.727  0.121  -0.905  0.063
H  2.062  -1.050  -4.026  0.000
H  1.454  -1.394  -2.406  0.000
H  -0.102  1.790  -6.805  0.000
H  -1.631  2.477  -6.319  0.000
H  -3.947  2.174  -3.244  0.000
H  -5.869  2.216  -1.635  0.000
H  -5.721  0.813  0.431  0.000
H  -3.651  -0.496  0.826  0.001
C  -3.734  -3.360  -0.567  0.001
C  -3.667  -3.554  0.956  0.001
C  -2.327  -2.927  1.370  0.005
O  -1.699  -2.467  0.155  0.066
C  -2.277  -3.188  -0.949  0.006
H  -4.296  -2.462  -0.825  0.000
H  -4.195  -4.205  -1.075  0.000
H  -3.681  -4.612  1.211  0.000
H  -4.509  -3.085  1.464  0.000
H  -1.673  -3.657  1.852  0.000
H  -2.420  -2.066  2.032  0.000
H  -1.770  -4.153  -1.049  0.001
H  -2.106  -2.599  -1.850  0.002

**LUMO (alpha / beta)**: -2.79 / -3.68 eV
**Relative energy (zero: lowest compared OMol25 entry of this formula, charge and spin)**: 0.000 eV
**Orbital gap (alpha / beta)**: 7.90 / 7.26 eV
**Calculated total energy**: -66514.998 eV
**Net charge**: +1
**Highest occupied orbital energy (alpha / beta)**: -10.687 / -10.937 eV
**Strongest force on any atom**: 0.2 eV/Å
**Spin multiplicity**: 6

=====

(4)
# C45H44AlCl4GeN2O8S

A molecular structure, C45H44AlCl4GeN2O8S at a distorted geometry (the ωB97M-V functional and the def2-TZVPD basis, OMol25).

Last column: Löwdin spin population.
Atoms and positions in Å:
Al  0.259  -0.555  -0.081  0.005
Cl  -1.319  -5.390  0.427  0.000
C  -2.204  -3.895  0.481  0.000
Cl  -3.176  -3.623  -1.010  0.001
C  -1.187  -2.727  0.862  0.000
O  -0.792  -2.702  2.024  0.000
O  -0.931  -1.919  -0.154  0.000
H  -2.914  -4.048  1.233  0.000
C  0.098  -3.809  8.568  0.000
C  0.970  -3.796  7.326  0.000
C  0.322  -3.262  6.165  0.000
C  0.756  -3.587  4.884  0.000
C  1.869  -4.455  4.802  0.000
C  2.565  -4.944  5.921  0.000
C  2.141  -4.553  7.191  0.000
S  2.475  -4.852  3.189  0.000
O  3.812  -5.409  3.264  0.000
O  1.481  -5.527  2.391  0.000
N  2.671  -3.309  2.586  0.000
C  3.559  -2.276  3.089  0.000
C  3.852  -1.361  1.871  0.000
C  2.630  -0.517  1.507  0.000
O  2.355  0.602  1.899  0.000
O  1.844  -1.178  0.648  0.000
H  0.166  -4.748  9.176  0.000
H  -0.986  -3.823  8.305  0.000
H  0.321  -3.015  9.306  0.000
H  -0.538  -2.526  6.271  0.000
H  0.320  -3.170  3.998  0.000
H  3.497  -5.416  5.720  0.000
H  2.725  -4.885  8.027  0.000
H  1.844  -2.934  2.092  0.000
H  4.437  -2.835  3.465  0.000
H  3.061  -1.598  3.831  0.000
H  4.255  -1.867  1.016  0.000
H  4.493  -0.576  2.269  0.000
Cl  -0.126  1.892  7.630  0.000
C  -0.563  1.549  5.980  0.000
C  -0.182  0.321  5.422  0.000
C  -0.453  0.017  4.085  0.000
C  -1.202  0.982  3.348  0.000
C  -1.560  2.148  3.925  0.000
C  -1.269  2.484  5.234  0.000
C  -1.471  0.765  1.880  0.000
O  -2.433  1.234  1.273  0.003
O  -0.406  0.101  1.437  0.000
H  0.161  -0.482  6.115  0.000
H  -0.292  -0.971  3.702  0.000
H  -2.036  2.924  3.313  0.000
H  -1.593  3.469  5.567  0.000
C  -4.183  2.804  -0.643  0.105
Ge  -3.119  2.426  -2.281  0.520
C  -1.806  3.889  -2.141  0.062
C  -1.096  4.055  -0.901  0.022
C  0.001  4.879  -0.867  -0.001
C  0.371  5.720  -1.885  0.021
C  -0.386  5.635  -3.043  -0.002
C  -1.382  4.703  -3.221  0.020
C  -4.123  3.023  -3.921  0.103
C  -5.452  3.408  -3.849  0.026
C  -6.197  3.681  -4.976  0.002
C  -5.620  3.587  -6.243  0.015
C  -4.242  3.267  -6.342  0.001
C  -3.696  2.949  -7.600  0.002
C  -2.447  2.419  -7.797  -0.002
C  -1.720  2.089  -6.690  0.003
C  -2.235  2.287  -5.383  0.011
C  -3.477  2.860  -5.139  0.014
H  -4.256  1.912  -0.047  0.004
H  -5.171  3.232  -0.765  0.007
H  -3.738  3.469  0.083  0.005
H  -1.420  3.458  -0.086  0.001
H  0.534  5.012  0.082  0.000
H  1.264  6.351  -1.723  0.001
H  -0.104  6.394  -3.840  0.000
H  -1.904  4.673  -4.215  0.001
H  -5.979  3.315  -2.792  0.002
H  -7.246  3.901  -4.872  0.000
H  -6.302  3.868  -7.127  0.001
H  -4.292  3.195  -8.477  0.000
H  -2.001  2.363  -8.807  0.000
H  -0.718  1.685  -6.667  0.000
H  -1.529  1.921  -4.589  0.012
Cl  0.138  1.094  -1.348  0.033
C  5.346  0.442  -2.565  0.000
N  4.004  0.053  -2.960  0.000
C  3.299  1.243  -3.408  0.000
C  3.442  -0.706  -1.851  0.000
C  2.320  -1.635  -2.269  0.000
C  2.708  -2.559  -3.295  0.000
C  1.675  -3.329  -3.892  0.000
C  0.381  -3.163  -3.565  0.000
C  0.039  -2.295  -2.593  0.000
C  0.968  -1.596  -1.832  0.000
H  5.296  0.924  -1.562  0.000
H  5.753  1.188  -3.288  0.000
H  5.935  -0.376  -2.458  0.000
H  3.197  1.938  -2.603  0.000
H  2.259  0.917  -3.652  0.000
H  3.842  1.689  -4.269  0.000
H  3.235  -0.096  -0.980  0.000
H  4.318  -1.428  -1.676  0.000
H  3.747  -2.434  -3.736  0.000
H  1.832  -4.194  -4.604  0.000
H  -0.388  -3.745  -4.084  0.000
H  -0.983  -2.311  -2.213  0.000

**LUMO (alpha / beta)**: 3.64 / 3.08 eV
**Relative energy (zero: lowest compared OMol25 entry of this formula, charge and spin)**: 0.000 eV
**Orbital gap (alpha / beta)**: 5.53 / 4.96 eV
**Calculated total energy**: -190781.302 eV
**Net charge**: -2
**Highest occupied orbital energy (alpha / beta)**: -1.888 / -1.886 eV
**Strongest force on any atom**: 4.4 eV/Å
**Spin multiplicity**: 2